No. 1
Formula: C5H10O2
Source: the OMol25 dataset
Level of theory: wB97M-V/def2-TZVPD

Each atom is followed by the atoms it is bonded to, with distances in Å.
Geometry (Å):
1 C 1.258 -0.448 -0.797  C2 1.590, H8 1.093, H9 1.112, H10 1.102
2 C -0.233 0.066 -0.596  C1 1.590, C3 1.516, C6 1.484, O7 1.456
3 C -0.299 0.894 0.672  C2 1.516, C4 1.573, H11 1.102, H12 1.094
4 C 0.104 -0.062 1.853  C3 1.573, O5 1.425, H13 1.099, H14 1.098
5 O 0.205 -1.429 1.464  C4 1.425, H15 0.965
6 C -1.175 0.312 -1.716  C2 1.484, O7 1.428, H16 1.092, H17 1.101
7 O -1.488 -0.662 -0.720  C2 1.456, C6 1.428
8 H 1.716 0.363 -1.369  C1 1.093
9 H 1.907 -0.531 0.102  C1 1.112
10 H 1.489 -1.389 -1.321  C1 1.102
11 H -1.286 1.349 0.854  C3 1.102
12 H 0.412 1.711 0.521  C3 1.094
13 H -0.623 0.030 2.671  C4 1.099
14 H 1.084 0.274 2.218  C4 1.098
15 H -0.299 -1.539 0.648  O5 0.965
16 H -1.007 -0.176 -2.678  C6 1.092
17 H -1.766 1.236 -1.807  C6 1.101

E_tot ... -9439.896 eV
E_HOMO ... -10.023 eV
Frontier orbital gap ... 10.935 eV
Max |F| ... 1.2 eV Å⁻¹
SMILES string ... C[C@@]1(CCO)CO1
Energy above the lowest of the compared OMol25 structures with the same formula, charge and spin ... 72.56 kcal/mol

***

No. 2
Formula: C12H18BrClO4
Source: the OMol25 dataset
Level of theory: wB97M-V/def2-TZVPD

Each atom is followed by the atoms it is bonded to, with distances in Å.
Geometry (Å):
1 C 3.270 2.571 0.445  C2 1.500, H19 1.085, H20 1.090, H21 1.086
2 C 3.466 1.669 -0.738  C1 1.500, O3 1.203, O4 1.366
3 O 3.206 1.999 -1.865  C2 1.203
4 O 3.952 0.429 -0.439  C2 1.366, C5 1.442
5 C 3.037 -0.650 -0.716  O4 1.442, C6 1.522, H22 1.087, H23 1.087
6 C 2.342 -1.093 0.563  C5 1.522, C7 1.541, H24 1.088, H25 1.091
7 C 1.359 -2.250 0.303  C6 1.541, C8 1.506, H26 1.088, H27 1.094
8 C -0.074 -1.857 0.549  C7 1.506, O9 1.430, C17 1.530, H28 1.101
9 O -1.002 -2.908 0.267  C8 1.430, C10 1.364
10 C -2.235 -2.357 0.463  O9 1.364, O11 1.193, C12 1.534
11 O -3.196 -2.991 0.777  C10 1.193
12 C -2.144 -0.839 0.265  C10 1.534, C13 1.511, C17 1.532, H29 1.097
13 C -3.245 -0.251 -0.587  C12 1.511, C14 1.534, H30 1.090, H31 1.091
14 C -3.186 1.271 -0.772  C13 1.534, C15 1.520, H32 1.090, H33 1.090
15 C -2.867 2.024 0.510  C14 1.520, Cl16 1.768, H34 1.090, H35 1.088
16 Cl -3.202 3.753 0.360  C15 1.768
17 C -0.687 -0.656 -0.174  C8 1.530, C12 1.532, Br18 1.934, H36 1.085
18 Br -0.458 -0.752 -2.092  C17 1.934
19 H 3.535 3.586 0.168  C1 1.085
20 H 2.210 2.539 0.699  C1 1.090
21 H 3.849 2.250 1.306  C1 1.086
22 H 3.643 -1.475 -1.083  C5 1.087
23 H 2.323 -0.340 -1.475  C5 1.087
24 H 3.119 -1.412 1.255  C6 1.088
25 H 1.829 -0.249 1.027  C6 1.091
26 H 1.610 -3.102 0.932  C7 1.088
27 H 1.459 -2.599 -0.729  C7 1.094
28 H -0.157 -1.577 1.610  C8 1.101
29 H -2.181 -0.442 1.286  C12 1.097
30 H -3.233 -0.716 -1.572  C13 1.090
31 H -4.210 -0.511 -0.148  C13 1.091
32 H -2.483 1.548 -1.556  C14 1.090
33 H -4.169 1.604 -1.105  C14 1.090
34 H -3.459 1.622 1.332  C15 1.090
35 H -1.822 1.904 0.789  C15 1.088
36 H -0.197 0.257 0.145  C17 1.085

E_tot ... -103491.471 eV
E_HOMO ... -10.524 eV
Frontier orbital gap ... 10.792 eV
Max |F| ... 0.7 eV Å⁻¹
SMILES string ... CC(=O)OCCC[C@@H]1OC(=O)[C@H](CCCCl)[C@@H]1Br